23
Properties=species:S:1:pos:R:3:forces:R:3:mulliken_charge:R:1 method="wB97M-V/def2-TZVPD" homo_ev="-21.9 / -21.9" lumo_ev="-17.382 / -18.451" s2=0.76 multiplicity=2 max_force_ev_per_a=8.14 charge=+5
Ca -1.034 2.176 2.443 0.034 -1.059 1.094 1.770
Ca 2.979 0.036 1.307 -0.062 -2.156 0.614 1.842
Ca 0.624 1.616 -3.158 1.016 -0.620 -0.521 1.891
Ca -1.857 -3.128 -0.771 0.498 -0.579 -0.001 1.937
N -0.095 0.128 -0.142 1.717 -0.405 -0.642 0.796
O 0.539 0.581 0.833 -0.512 1.174 1.044 -0.565
O -0.512 -1.026 -0.092 -1.231 -0.865 -0.220 -0.421
O -0.145 0.807 -1.160 -1.041 0.039 -0.249 -0.545
N 1.045 -2.056 3.288 -1.988 -3.465 3.376 0.832
O 1.389 -2.987 2.640 0.346 -3.458 -1.936 -0.627
O 1.475 -0.988 2.904 2.194 7.585 -1.997 -0.621
O 0.319 -2.136 4.289 0.101 0.746 -1.019 -0.478
N -2.197 3.381 -3.122 -3.838 -3.195 -2.726 1.004
O -2.985 2.486 -3.603 2.443 4.089 1.506 -0.348
O -1.219 3.083 -2.479 2.421 -0.646 1.175 -0.554
O -2.353 4.608 -3.314 -0.905 -0.143 -0.358 -0.023
N 2.264 -1.249 -1.877 0.832 -0.832 -0.596 0.913
O 2.080 -2.291 -2.415 -0.450 -1.314 0.614 -0.445
O 2.124 -0.211 -2.530 -1.377 3.795 -1.422 -0.730
O 2.682 -1.116 -0.703 -0.043 0.156 1.922 -0.676
O -1.589 -0.239 2.721 -0.307 1.773 -0.781 -0.542
H -1.059 -1.005 2.501 0.926 -0.403 0.625 0.231
H -2.474 -0.472 2.441 -0.777 -0.217 0.496 0.361